# 1
{
  "formula": "C10H14Cl2GeIrSSe2Te2",
  "method": "the ωB97M-V functional and the def2-TZVPD basis",
  "symbols": ["Ir", "Cl", "C", "C", "C", "C", "C", "Cl", "C", "S", "H", "H", "H", "Se", "Te", "Te", "Se", "C", "Ge", "C", "C", "C", "H", "H", "H", "H", "H", "H", "H", "H", "H", "H", "H"],
  "positions_angstrom": [[0.78639, 0.92213, 0.22362], [-1.21571, -1.10479, 1.30577], [-0.82901, -0.93985, 2.99832], [-1.31246, -1.94122, 3.82405], [-1.09284, -1.88441, 5.18797], [-0.38949, -0.81078, 5.71050], [0.09050, 0.17380, 4.86624], [0.96048, 1.48295, 5.61711], [-0.09058, 0.15963, 3.46749], [0.59064, 1.45761, 2.50944], [-1.86437, -2.75869, 3.38051], [-1.46765, -2.66455, 5.83698], [-0.20134, -0.72715, 6.77197], [2.28428, 2.74586, -0.37449], [4.59303, 2.09668, -0.95214], [4.58651, -0.53754, -0.39777], [2.15619, -1.06202, -0.09498], [-1.68691, 1.03401, -4.28916], [-0.41891, 0.39637, -2.90938], [1.39121, 0.72286, -3.58776], [-0.71998, -1.53604, -2.73055], [-0.73207, 1.30338, -1.21839], [-1.52519, 0.51991, -5.23995], [-1.56413, 2.10633, -4.45441], [-2.71674, 0.85559, -3.97298], [1.51220, 0.30112, -4.58854], [2.13177, 0.27345, -2.92363], [1.58834, 1.79587, -3.63432], [-0.59968, -2.03268, -3.69605], [-1.73330, -1.72798, -2.37063], [-0.01062, -1.97291, -2.02622], [-1.69980, 0.97532, -0.82418], [-0.80074, 2.37773, -1.41444]],
  "multiplicity": 5,
  "charge": -1,
  "homo_ev": [-3.32, -4.55],
  "homo_lumo_gap_ev": [5.61, 5.58],
  "de_lowest_kj_mol": 5.41
}

# 2
{
  "formula": "C27H50AlOP2",
  "method": "the ωB97M-V functional and the def2-TZVPD basis",
  "symbols": ["Al", "C", "C", "C", "C", "C", "C", "H", "H", "H", "C", "H", "H", "H", "C", "H", "H", "H", "C", "H", "H", "H", "C", "H", "H", "H", "C", "C", "C", "C", "C", "C", "C", "C", "H", "H", "H", "H", "H", "H", "H", "H", "H", "H", "H", "H", "P", "C", "C", "P", "C", "C", "C", "H", "H", "H", "H", "H", "H", "H", "H", "H", "H", "H", "H", "H", "H", "C", "C", "C", "C", "O", "H", "H", "H", "H", "H", "H", "H", "H", "H"],
  "positions_angstrom": [[1.01328, -0.44531, 1.63079], [-1.98497, -1.26664, 2.90889], [-1.69527, -2.49098, 2.24619], [0.33218, -1.61813, 2.98240], [-0.79161, -0.66487, 3.32857], [-0.33045, -2.73105, 2.29359], [-3.35681, -0.82076, 3.25462], [-4.03251, -0.86612, 2.39053], [-3.37400, 0.19992, 3.65479], [-3.79259, -1.47402, 4.02798], [-0.71210, 0.37961, 4.36999], [-1.45749, 1.16810, 4.19275], [0.27936, 0.84445, 4.42998], [-0.94636, -0.06991, 5.35240], [1.67694, -1.69539, 3.66186], [1.58903, -2.20137, 4.63084], [2.09751, -0.69394, 3.85075], [2.38574, -2.25697, 3.04337], [0.35079, -3.90396, 1.72801], [0.07261, -4.81997, 2.28285], [1.44536, -3.80621, 1.78370], [0.06776, -4.06110, 0.67049], [-2.70545, -3.45013, 1.72569], [-2.77212, -4.35167, 2.35419], [-2.44369, -3.78702, 0.71460], [-3.70936, -3.01230, 1.69855], [-1.50586, 1.56895, 0.24524], [-2.63939, 0.87996, -0.02508], [-2.74911, -0.49803, -0.64243], [-1.67805, -0.89813, -1.67194], [-0.52661, -1.63580, -1.15180], [0.59541, -0.97220, -0.61741], [0.84296, 0.56605, -0.83983], [-0.27524, 1.65147, -0.59580], [-3.69800, -0.54864, -1.18861], [-1.29016, 0.00221, -2.16598], [-2.78474, -1.26535, 0.15041], [-0.61282, 1.96525, -1.59913], [-1.27600, 1.83924, 1.31528], [-3.59539, 1.24072, 0.32681], [0.26066, 2.53917, -0.21599], [1.73460, 0.89501, -0.25181], [1.52261, -1.60452, -0.56862], [1.23144, 0.72723, -1.87796], [-2.20133, -1.47898, -2.43849], [-0.48782, -2.73143, -1.25827], [-0.66756, 1.35384, -3.69220], [-0.91066, 3.09025, -4.17299], [-1.90395, 0.53879, -4.79316], [1.61314, -0.73388, -3.79221], [0.92684, 0.89033, -4.45875], [0.83417, -1.81571, -5.08654], [3.20962, -0.52586, -4.68029], [-0.08579, 3.69436, -3.78046], [-1.84639, 3.43947, -3.72086], [-0.96627, 3.17368, -5.26310], [-1.78667, 0.96800, -5.80078], [-2.90732, 0.78416, -4.40894], [-1.78502, -0.55607, -4.80879], [3.01832, -0.22103, -5.71629], [3.74211, -1.48099, -4.63438], [3.79924, 0.23259, -4.16026], [1.66384, 1.69552, -4.26846], [0.75372, 0.76677, -5.55007], [1.45132, -2.71864, -5.17170], [0.81341, -1.28302, -6.04513], [-0.17637, -2.11386, -4.79022], [3.15316, 2.79808, 1.55250], [2.21659, 2.30421, 2.64483], [2.95867, 1.91693, 3.91311], [1.12157, 3.32349, 2.91604], [1.55817, 1.11179, 2.15909], [3.70968, 3.70240, 1.83478], [2.59261, 3.05383, 0.64237], [3.89265, 2.02687, 1.31012], [3.49918, 2.75576, 4.37134], [2.25594, 1.54804, 4.67274], [3.69443, 1.13511, 3.68760], [0.60393, 3.60480, 1.98522], [0.37634, 2.93801, 3.62305], [1.50444, 4.25558, 3.34585]],
  "charge": 1,
  "homo_ev": -10.33,
  "homo_lumo_gap_ev": 6.30,
  "de_lowest_kj_mol": 277.84
}

What are the total energy values for these records? In order: -251113.47879 -56023.74780 eV.